{
  "formula": "C32H82Ca2N6O11",
  "method": "wB97M-V/def2-TZVPD",
  "symbols": ["Ca", "Ca", "O", "O", "O", "O", "O", "O", "O", "O", "O", "O", "O", "N", "N", "N", "N", "N", "N", "C", "C", "C", "C", "C", "C", "C", "C", "C", "C", "C", "C", "C", "C", "C", "C", "C", "C", "C", "C", "C", "C", "C", "C", "C", "C", "C", "C", "C", "C", "C", "C", "H", "H", "H", "H", "H", "H", "H", "H", "H", "H", "H", "H", "H", "H", "H", "H", "H", "H", "H", "H", "H", "H", "H", "H", "H", "H", "H", "H", "H", "H", "H", "H", "H", "H", "H", "H", "H", "H", "H", "H", "H", "H", "H", "H", "H", "H", "H", "H", "H", "H", "H", "H", "H", "H", "H", "H", "H", "H", "H", "H", "H", "H", "H", "H", "H", "H", "H", "H", "H", "H", "H", "H", "H", "H", "H", "H", "H", "H", "H", "H", "H", "H"],
  "coordinates": [[-4.6769, -17.0980, 9.0990], [-6.7131, -17.6524, 5.2639], [-8.6042, -18.3231, 3.1728], [0.3403, -17.2564, 7.8966], [-1.9511, -18.9875, 4.7284], [-5.5446, -18.3173, 7.3107], [-9.0852, -23.7495, 8.9055], [-9.2561, -14.7366, 6.3648], [-4.2505, -19.2368, 10.3525], [-6.6949, -20.0104, 4.9634], [-8.4927, -26.7501, 5.3151], [-3.0179, -23.6213, 3.6592], [-6.4878, -15.9716, 3.4504], [-5.4381, -21.2312, 2.3157], [-4.4318, -17.7825, 4.3219], [-2.3445, -17.4973, 9.3649], [-9.3232, -20.5384, 7.2769], [-8.9444, -17.8969, 6.0316], [-5.5759, -24.6717, 6.1679], [-7.6458, -26.0062, 6.1704], [-4.6762, -17.4237, 2.8693], [-9.8440, -26.6079, 5.5819], [-9.6590, -22.5786, 6.1689], [-9.6693, -21.8967, 7.5671], [-8.2791, -24.4083, 9.8230], [-5.6455, -19.7568, 7.3029], [-10.0887, -15.7181, 6.9800], [1.7486, -17.3934, 7.9191], [-4.8961, -22.4704, 2.7632], [-2.0991, -18.1783, 10.6497], [-8.7133, -22.5162, 8.6167], [-2.0004, -17.6610, 4.3151], [-8.1353, -19.0762, 2.0406], [-3.4058, -22.3775, 3.1727], [-0.3664, -18.5104, 8.0692], [-9.7734, -18.8458, 3.7739], [-9.9038, -17.8233, 4.9403], [-5.1805, -20.3087, 10.7910], [-3.0064, -19.3801, 10.9769], [-7.3854, -14.9034, 3.1663], [-1.9050, -18.4219, 8.2656], [-5.3579, -16.0315, 2.6720], [-9.4177, -17.1075, 7.2637], [-6.2722, -25.7820, 5.4784], [-3.3326, -16.9986, 4.8394], [-9.9913, -13.6661, 5.8248], [-1.8767, -23.8010, 4.4987], [-0.6814, -19.6129, 4.3373], [-5.8706, -20.5946, 5.9585], [-5.2573, -26.9353, 5.6368], [-5.0657, -23.4939, 1.6148], [-10.2084, -21.9866, 5.4369], [-4.0259, -18.7048, 4.3918], [-10.0292, -26.7263, 6.6495], [-10.7715, -14.0669, 5.1778], [-10.6642, -21.9106, 8.0122], [2.1664, -16.4686, 7.5212], [-4.6856, -15.1787, 2.7666], [-10.4334, -15.2980, 7.9249], [-9.1212, -18.8576, 6.2884], [-4.7193, -20.2034, 7.6646], [-5.0856, -20.6142, 11.8330], [-4.4731, -23.2144, 0.7437], [-7.8409, -15.0038, 2.1812], [-2.8979, -22.2030, 2.2241], [2.1199, -18.2401, 7.3417], [-5.3836, -18.1838, 2.5375], [-6.2094, -19.9574, 10.7125], [-10.2194, -17.6677, 7.7448], [-5.6950, -16.1406, 1.6411], [-0.0497, -19.1920, 7.2797], [-5.6005, -27.6553, 4.8939], [-8.5207, -24.0396, 10.8199], [-8.9866, -20.2317, 8.1784], [-8.3890, -25.4814, 9.6660], [-3.1275, -21.5348, 3.8055], [-4.6524, -24.4619, 5.8166], [-7.5926, -26.6770, 7.0279], [-10.9314, -17.9589, 5.2775], [-8.1872, -15.0016, 3.8982], [-8.5404, -20.6228, 6.6442], [-7.2233, -24.1516, 9.7373], [-1.0570, -24.0411, 3.8215], [-3.3204, -15.9152, 4.7198], [-10.3997, -27.3269, 4.9800], [0.1670, -19.1098, 4.8010], [-1.7040, -23.1683, 5.3693], [-6.0387, -23.7757, 6.1113], [-9.6739, -19.8868, 4.0815], [-5.4632, -20.8677, 3.2577], [-3.2523, -17.3260, 5.8759], [-7.0529, -19.0461, 1.9152], [-0.6484, -19.8961, 3.2852], [-8.5363, -17.0201, 7.8990], [-3.0259, -19.5997, 12.0444], [-10.9605, -15.9970, 6.3880], [-6.4233, -21.3910, 2.1607], [2.2604, -17.5147, 8.8738], [-2.5372, -20.2795, 10.5782], [-5.3354, -21.2385, 10.2437], [-9.8270, -16.8150, 4.5335], [-4.2369, -26.5943, 5.4620], [-1.9431, -24.7910, 4.9499], [-2.2255, -17.3689, 11.3687], [-8.1133, -25.0596, 6.4418], [-9.4010, -13.0030, 5.1924], [-10.4245, -13.0379, 6.6032], [0.0233, -18.8848, 9.0158], [-6.0847, -21.6339, 6.2079], [-6.3664, -20.2010, 7.9892], [-5.3302, -22.7905, 3.7104], [-1.0686, -18.4943, 10.8124], [-8.6463, -22.7137, 5.7892], [-6.3501, -25.5449, 4.4174], [-2.5189, -19.3221, 8.2373], [-8.5578, -21.9726, 9.5486], [-4.8919, -20.6425, 5.4810], [-2.2668, -17.8292, 7.4255], [-8.3140, -20.1259, 2.2737], [-6.1100, -23.6380, 1.3378], [-1.8111, -16.6571, 9.1931], [-10.1258, -25.5847, 5.3332], [-0.7860, -20.5687, 4.8507], [-1.1212, -17.0731, 4.5788], [-10.2168, -23.5148, 6.1898], [-4.8532, -24.5339, 1.8624], [-1.8934, -17.5815, 3.2333], [-5.2966, -27.3649, 6.6378], [-3.8586, -17.5003, 2.1525], [-7.7162, -22.4784, 8.1780], [-6.8794, -13.9517, 3.3284], [-10.5988, -18.8808, 3.0628], [-8.6835, -18.7435, 1.1592]],
  "forces_ev_per_a": [[-0.7, -2.0, -1.1], [0.1, -1.8, -0.8], [1.4, -0.3, -0.8], [-1.7, -0.4, 0.1], [1.1, -0.2, -0.2], [-0.2, 0.3, 0.6], [-1.3, -2.9, -0.4], [0.7, -1.1, -0.2], [-2.1, -0.9, 0.6], [-0.2, 0.5, 1.6], [1.0, -0.2, -1.2], [-0.4, -0.7, 1.7], [-0.9, 0.0, 1.7], [0.3, 1.0, 1.1], [-0.1, 1.9, -1.8], [0.1, -2.4, -0.4], [0.3, 0.6, 0.7], [-1.1, 0.4, 0.8], [-0.5, 0.8, 0.8], [0.2, -0.9, -0.9], [-1.1, -0.1, 0.7], [-0.1, 0.5, 0.3], [-0.8, -0.6, 0.9], [-0.7, -1.1, -0.5], [0.5, 0.0, 0.6], [0.2, -1.5, -0.3], [0.7, -0.8, 0.2], [0.9, 0.2, -0.3], [1.2, -2.7, -0.5], [0.0, 1.4, 1.6], [0.8, 2.0, -1.6], [-0.1, 2.0, -0.9], [-0.5, -0.5, 0.7], [0.2, 0.4, -1.8], [0.8, -0.1, 1.5], [1.2, 1.2, 0.9], [-2.0, 0.1, -1.2], [-1.6, 0.4, 0.2], [1.8, -0.4, -0.9], [-0.3, -0.2, 0.5], [0.1, 2.6, -2.0], [1.1, -2.1, -1.4], [0.1, 0.7, -1.5], [1.6, 0.6, 1.3], [2.6, -1.9, 0.4], [-0.7, 0.3, -0.3], [-0.2, -1.6, -1.1], [-1.8, -1.2, 1.4], [0.5, 2.7, -1.6], [-1.4, -0.2, -0.5], [-0.2, -0.8, 0.8], [0.1, 0.4, 0.2], [-0.6, -0.8, -0.3], [-0.3, -0.3, 0.2], [-0.3, 0.1, 0.0], [-0.2, -0.2, -0.2], [-0.2, -0.1, -0.2], [0.0, 0.1, 0.2], [-0.2, -0.2, 0.2], [0.6, -0.6, 0.8], [0.5, 0.1, 0.2], [0.7, 0.5, 0.1], [-0.1, 0.1, 0.0], [0.3, 0.1, -0.2], [0.5, 0.3, -0.3], [-0.3, 0.0, -0.5], [-0.1, 0.1, -0.1], [0.1, 0.8, 0.1], [0.2, -0.2, 0.3], [0.2, 0.6, -0.4], [-0.5, -0.2, -0.1], [0.6, -0.5, 0.1], [-0.4, -0.5, 0.4], [0.4, 1.0, 0.0], [-0.1, 0.1, 0.4], [-0.4, 0.1, 0.6], [0.1, -0.6, -0.4], [0.7, 0.6, 0.7], [-0.2, 0.2, 0.5], [0.0, 0.1, 0.0], [0.7, 0.4, -0.2], [0.3, 0.0, -0.6], [0.8, 1.1, 0.2], [-0.4, -0.1, -0.1], [0.0, 0.1, 0.2], [0.0, 0.4, -0.6], [0.0, 0.8, -0.5], [-0.6, 0.0, -0.1], [0.5, -0.1, 0.4], [-0.6, 1.9, 0.1], [-0.3, 0.8, 0.5], [-0.1, 0.6, 0.1], [0.2, 0.8, -0.2], [-0.1, 0.0, 0.3], [-0.4, 0.6, 0.2], [-0.2, 0.6, -0.3], [-0.2, -0.1, -0.4], [-0.8, 0.0, 0.7], [0.1, -0.2, -0.3], [1.5, 0.1, -0.9], [-0.3, -0.1, -0.4], [-0.1, -0.1, -0.3], [-0.8, -0.2, 0.2], [-0.2, -0.2, 0.6], [0.0, 0.2, 0.1], [0.5, -0.3, 0.2], [-0.2, -0.1, 0.1], [0.2, -0.6, 0.1], [-0.5, -0.1, 0.5], [-0.7, 0.8, 0.4], [-0.8, -0.5, 0.0], [0.1, -0.1, -0.3], [0.1, -0.1, 0.1], [-0.6, -0.2, -0.1], [0.6, -0.3, 0.3], [-0.6, 1.1, 0.4], [0.8, -0.3, 0.1], [0.1, -0.5, -0.7], [-0.3, -0.2, -0.3], [-0.2, 0.8, -0.2], [0.6, 0.2, 0.8], [-0.5, 0.1, -0.2], [0.3, -0.2, 0.0], [0.2, 0.0, 1.0], [0.5, -0.2, 0.1], [0.7, 0.1, 0.4], [-0.6, -0.3, -0.5], [-0.1, 0.0, 0.0], [0.5, 0.0, 0.4], [0.7, -0.2, -0.5], [-0.1, 0.1, -0.3], [-0.4, 0.7, 0.1], [0.2, -0.2, -0.2]],
  "orbital_gap_ev": 5.30,
  "charge": 2,
  "mol_weight_da": 807.19,
  "total_energy_ev": -102836.6984
}